Density functional theory data (the ωB97M-V functional and the def2-TZVPD basis) for 13 unconnected molecules or ions with the total composition C48H134N12O13 in a non-equilibrium geometry.

```
207
Properties=species:S:1:pos:R:3:mulliken_charge:R:1
O 2.45 2.08 -4.83 -0.4090
H 2.54 2.94 -5.26 0.1747
H 2.98 1.49 -5.38 0.2052
C 0.32 1.06 4.99 -1.1173
C 0.59 0.74 6.45 0.3478
C -0.41 -0.26 6.97 0.0313
O -0.12 -0.61 8.30 -0.4408
C -1.18 -1.26 8.95 -0.6269
N 1.95 0.17 6.61 -0.6147
H 0.98 1.84 4.62 0.5130
H -0.73 1.38 4.93 0.2964
H 0.41 0.16 4.39 -0.0965
H 0.58 1.68 7.02 0.3448
H -0.34 -1.14 6.30 -0.5184
H -1.41 0.18 6.85 0.6925
H -1.32 -2.29 8.58 0.0897
H -2.13 -0.73 8.88 0.3371
H -0.91 -1.32 10.00 0.3284
H 2.64 0.91 6.72 0.2615
H 1.95 -0.38 7.46 0.2301
C 0.49 -3.96 -5.93 -1.7191
C 0.51 -2.75 -5.00 0.7686
C -0.94 -2.30 -4.80 -0.7181
O -1.12 -1.03 -4.15 -0.1971
C -0.73 0.03 -4.99 -0.6861
N 1.15 -3.16 -3.74 -0.4579
H -0.20 -4.73 -5.57 0.2670
H 1.48 -4.39 -6.07 0.3765
H 0.08 -3.69 -6.91 0.4546
H 1.07 -1.96 -5.50 0.3169
H -1.46 -3.00 -4.14 0.1610
H -1.48 -2.23 -5.76 0.4052
H 0.31 -0.02 -5.32 0.2376
H -0.94 0.96 -4.47 -0.0029
H -1.32 0.03 -5.92 0.4286
H 1.16 -2.38 -3.09 0.2038
H 0.56 -3.91 -3.37 0.0295
C -4.42 -3.54 7.70 -1.3376
C -4.87 -3.78 6.27 0.1446
C -3.88 -3.10 5.33 1.3180
O -4.07 -1.70 5.38 -0.4506
C -3.24 -1.04 4.48 -0.0694
N -4.89 -5.23 6.02 -0.6977
H -4.29 -2.48 7.90 0.2577
H -3.48 -4.06 7.89 0.2437
H -5.17 -3.91 8.41 0.4247
H -5.86 -3.36 6.10 0.3931
H -4.02 -3.46 4.30 -0.1368
H -2.85 -3.33 5.64 -0.8767
H -3.52 0.00 4.28 0.4484
H -3.14 -1.51 3.49 0.0026
H -2.21 -0.94 4.87 -0.1638
H -4.04 -5.65 6.38 0.2548
H -4.98 -5.41 5.03 0.2862
C 1.73 5.93 -1.92 -0.7955
C 1.44 7.43 -1.91 0.5756
C 0.21 7.73 -2.78 -0.5831
O 0.45 7.62 -4.16 -0.2117
C 1.27 8.65 -4.67 -0.7945
N 1.16 7.87 -0.53 -0.8532
H 2.70 5.70 -1.48 0.4852
H 1.83 5.60 -2.96 0.1592
H 1.01 5.34 -1.35 0.0757
H 2.27 7.99 -2.34 0.2391
H -0.20 8.70 -2.48 0.4895
H -0.53 6.96 -2.54 -0.0992
H 1.29 8.55 -5.75 0.2632
H 2.26 8.69 -4.21 0.3010
H 0.79 9.63 -4.50 0.3297
H 1.92 7.51 0.04 0.3140
H 0.35 7.34 -0.20 0.1089
C 2.32 -4.47 6.61 -1.7590
C 1.12 -3.73 6.07 1.1776
C 0.80 -4.21 4.66 -0.6554
O -0.41 -3.60 4.25 0.3274
C -1.00 -4.27 3.16 -1.0992
N -0.01 -3.96 7.00 -0.4555
H 2.08 -5.53 6.76 0.4203
H 2.66 -4.09 7.57 0.4355
H 3.17 -4.44 5.92 0.3414
H 1.26 -2.65 6.08 -0.3598
H 0.72 -5.31 4.66 0.3826
H 1.60 -3.91 3.98 0.1201
H -1.86 -3.69 2.82 -0.1661
H -1.38 -5.28 3.38 0.6052
H -0.29 -4.36 2.33 0.2739
H -0.12 -4.96 7.14 0.2998
H -0.85 -3.59 6.58 -0.0891
C -1.09 -4.30 -0.74 0.3503
C -0.54 -5.67 -1.11 0.4102
C -1.40 -6.83 -0.65 -0.9865
O -1.52 -7.00 0.75 -0.2831
C -0.32 -7.47 1.37 -0.6576
N -0.33 -5.69 -2.58 -0.5674
H -0.61 -3.46 -1.24 -0.0910
H -1.02 -4.14 0.34 -0.7933
H -2.16 -4.32 -0.96 0.3971
H 0.46 -5.78 -0.67 0.2527
H -1.00 -7.77 -1.07 0.4145
H -2.42 -6.73 -1.03 0.2569
H 0.51 -6.85 1.04 0.2789
H -0.14 -8.52 1.11 0.3576
H -0.50 -7.42 2.44 0.1908
H -0.07 -6.63 -2.87 0.2396
H -1.24 -5.48 -2.99 0.2414
C -0.94 6.50 2.52 -1.4405
C -2.03 7.06 1.62 0.5740
C -2.56 6.02 0.64 -0.7474
O -1.53 5.62 -0.23 -0.0631
C -1.89 4.43 -0.92 -0.4199
N -3.09 7.62 2.45 -0.6818
H -0.53 7.30 3.14 0.3550
H -0.13 6.03 1.97 0.3205
H -1.35 5.80 3.25 0.4245
H -1.55 7.84 1.00 0.1852
H -3.34 6.53 0.06 0.2962
H -2.99 5.18 1.21 0.3053
H -2.87 4.54 -1.40 0.4532
H -1.93 3.62 -0.18 0.4250
H -1.15 4.22 -1.68 -0.4464
H -3.96 7.69 1.94 0.2577
H -3.26 6.99 3.23 0.2969
C 6.65 -1.87 -0.27 -1.1847
C 5.51 -2.71 -0.78 0.2540
C 4.17 -2.26 -0.21 0.6991
O 4.12 -2.49 1.17 -0.5273
C 2.96 -1.97 1.77 -0.0193
N 5.49 -2.63 -2.25 -0.7628
H 7.62 -2.34 -0.45 0.3964
H 6.57 -1.69 0.81 0.2805
H 6.65 -0.89 -0.74 0.0126
H 5.65 -3.77 -0.55 0.4405
H 3.33 -2.72 -0.76 0.0429
H 4.05 -1.19 -0.46 -0.4722
H 3.09 -2.02 2.85 0.4047
H 2.06 -2.56 1.52 -0.2580
H 2.70 -0.96 1.42 0.1752
H 4.79 -3.25 -2.64 0.3245
H 5.15 -1.70 -2.53 0.2023
C -0.36 3.08 -8.58 -1.1723
C -1.63 3.55 -7.89 0.5646
C -1.30 4.36 -6.65 -0.8057
O -0.65 3.55 -5.69 -0.0431
C -0.29 4.25 -4.52 -0.4715
N -2.40 4.41 -8.83 -0.7525
H -0.56 2.37 -9.38 0.3640
H 0.20 2.51 -7.83 0.1506
H 0.25 3.92 -8.93 0.3379
H -2.29 2.73 -7.63 0.2081
H -2.21 4.78 -6.21 0.3043
H -0.66 5.22 -6.90 0.3083
H 0.12 3.47 -3.88 -0.4925
H -1.15 4.65 -3.96 0.5229
H 0.49 5.00 -4.69 0.3454
H -3.16 4.86 -8.32 0.2774
H -1.82 5.18 -9.14 0.2913
C 0.49 1.80 -1.22 -1.9772
C 1.22 0.46 -1.15 1.9837
C 0.35 -0.53 -0.40 -0.7155
O 0.14 0.00 0.90 -0.5471
C -0.57 -0.88 1.72 0.3988
N 1.45 -0.03 -2.52 0.3338
H -0.48 1.71 -1.71 0.5221
H 1.04 2.56 -1.79 0.3951
H 0.33 2.21 -0.22 0.5806
H 2.13 0.54 -0.55 -0.8679
H 0.89 -1.48 -0.29 0.2287
H -0.61 -0.72 -0.88 0.6550
H -1.41 -1.37 1.20 -0.3613
H -0.99 -0.43 2.61 -0.0488
H 0.09 -1.68 2.07 -0.1362
H 0.55 -0.34 -2.87 -0.5409
H 1.67 0.77 -3.10 -0.0642
C 5.07 1.85 -1.02 -1.1094
C 5.02 1.97 -2.53 1.5017
C 6.33 2.35 -3.16 -1.0617
O 6.11 2.65 -4.52 -0.2315
C 7.31 2.81 -5.23 -0.8014
N 4.53 0.72 -3.13 -0.3091
H 5.22 2.83 -0.55 0.4890
H 5.80 1.14 -0.65 0.1562
H 4.08 1.54 -0.66 0.0765
H 4.29 2.77 -2.76 -0.2286
H 7.08 1.55 -3.03 0.3862
H 6.73 3.22 -2.61 0.4064
H 7.94 1.92 -5.19 0.3326
H 7.91 3.64 -4.83 0.2999
H 7.04 3.02 -6.27 0.2361
H 4.49 0.83 -4.13 0.2713
H 3.59 0.56 -2.81 -0.2091
C -6.43 -2.89 1.74 -1.4119
C -5.82 -2.70 0.36 0.4228
C -4.31 -2.59 0.47 -0.5554
O -3.86 -1.50 1.22 0.3285
C -3.90 -0.27 0.56 -0.7841
N -6.28 -3.75 -0.54 -0.7054
H -7.51 -3.03 1.69 0.4477
H -6.22 -2.06 2.41 0.2837
H -6.05 -3.84 2.14 0.2956
H -6.19 -1.75 -0.06 0.2043
H -3.79 -2.68 -0.50 0.2346
H -3.94 -3.51 0.97 0.1487
H -3.81 0.55 1.27 0.2683
H -4.77 -0.06 -0.07 0.3150
H -3.02 -0.09 -0.08 0.1081
H -6.25 -4.65 -0.06 0.2867
H -5.67 -3.81 -1.35 0.2765
```

Output
LUMO ... 0.32 eV
Energy above the lowest of the compared OMol25 structures with the same formula, charge and spin ... 0.00 kcal per mole
Largest force on an atom ... 1.8 eV/A
HOMO-LUMO gap ... 9.039 eV
Electronic energy ... -3544.20270 Eh